No. 1
Here is 2 unconnected molecules or ions with the total composition C6H12O from the Open Molecules 2025 dataset. Energies are from ωB97M-V/def2-TZVPD.

E_HOMO, eV: -9.49
Structure (SMILES): C/C=C1/C[C@H]1O.C
Frontier orbital gap, eV: 10.4
2S+1: 1
ΔE to the lowest compared entry with this formula, charge and spin, eV: 2.452

CARTESIAN COORDINATES (ANGSTROEM)
C (1.44102, 1.08004, 0.94052)
C (0.44772, -0.01628, 1.20124)
C (-0.78377, -0.03636, 0.72223)
C (-2.05540, -0.74398, 0.52519)
C (-1.80768, 0.62503, -0.09519)
O (-2.54577, 1.69188, 0.43195)
H (1.70760, 1.61274, 1.86111)
H (2.36951, 0.66464, 0.52928)
H (1.05022, 1.80577, 0.21951)
H (0.79267, -0.86444, 1.79373)
H (-2.07819, -1.61421, -0.12924)
H (-2.77159, -0.76218, 1.34391)
H (-1.66929, 0.67048, -1.17787)
H (-1.92518, 2.30507, 0.84144)
C (1.56592, -1.28316, -1.80517)
H (2.39830, -1.45258, -1.11539)
H (1.84650, -0.53327, -2.54902)
H (1.31136, -2.22101, -2.30504)
H (0.70604, -0.92818, -1.23320)

Forces on atoms 1 to 2 (eV/Å):
C 0.0091 0.0648 -0.0352
C -0.2057 -0.0127 -0.0449

No. 2
Here is 2 unconnected molecules or ions with the total composition C6H12O from the Open Molecules 2025 dataset. Energies are from ωB97M-V/def2-TZVPD.

E_HOMO, eV: -9.54
Structure (SMILES): C=C[C@H](C=O)CC.[H][H]
Frontier orbital gap, eV: 10.6
2S+1: 1
ΔE to the lowest compared entry with this formula, charge and spin, eV: 2.593

CARTESIAN COORDINATES (ANGSTROEM)
C (-2.57409, -0.26647, 0.12610)
C (-1.37359, -0.34878, -0.44158)
C (-0.11575, 0.24722, 0.15160)
C (-0.22838, 1.71011, -0.22230)
O (0.02120, 2.64014, 0.50330)
C (1.22247, -0.30596, -0.38793)
C (2.43826, 0.31495, 0.30801)
H (-2.69878, 0.12750, 1.13344)
H (-3.45502, -0.67474, -0.35967)
H (-1.26711, -0.83327, -1.41218)
H (-0.11878, 0.17215, 1.24644)
H (-0.59455, 1.86368, -1.26267)
H (1.28076, -0.11294, -1.46831)
H (1.24918, -1.39620, -0.26595)
H (3.37151, -0.03931, -0.14354)
H (2.46168, 0.05037, 1.37125)
H (2.42865, 1.40847, 0.24438)
H (-1.32280, -2.14661, 0.50642)
H (-0.68343, -2.50751, 0.36034)

Forces on atoms 1 to 2 (eV/Å):
C 0.1550 0.1390 -0.1468
C -0.3797 0.3102 -0.0934

No. 3
Here is C6H12O in the gas phase from the Open Molecules 2025 dataset. Energies are from ωB97M-V/def2-TZVPD.

E_HOMO, eV: -8.85
Structure (SMILES): C=C(O)CCCC
Frontier orbital gap, eV: 9.8
2S+1: 1
ΔE to the lowest compared entry with this formula, charge and spin, eV: 0.712

CARTESIAN COORDINATES (ANGSTROEM)
C (-0.92382, -1.95722, 0.17663)
C (0.31271, -1.47707, 0.02649)
O (1.34017, -1.74230, 0.88378)
C (0.73439, -0.52464, -1.05390)
C (1.11137, 0.85963, -0.49210)
C (0.15799, 1.38999, 0.58312)
C (-1.30771, 1.46574, 0.14128)
H (-1.69908, -1.70467, -0.53737)
H (-1.20598, -2.58008, 1.02179)
H (1.01097, -2.32326, 1.58283)
H (1.59732, -0.94271, -1.58790)
H (-0.08223, -0.43558, -1.77760)
H (2.12508, 0.81679, -0.07748)
H (1.14254, 1.57031, -1.32918)
H (0.50868, 2.38340, 0.88791)
H (0.23938, 0.75349, 1.47362)
H (-1.81443, 0.51114, 0.30742)
H (-1.85472, 2.23353, 0.69701)
H (-1.39263, 1.70349, -0.92635)

Forces on atoms 1 to 2 (eV/Å):
C 0.1489 0.0118 -0.0155
C -0.3372 0.0248 -0.1598

No. 4
Here is C6H12O in the gas phase at a distorted geometry from the Open Molecules 2025 dataset. Energies are from ωB97M-V/def2-TZVPD.

E_HOMO (alpha / beta), eV: -7.93 / -7.37
Frontier orbital gap (alpha / beta), eV: 8.7 / 7.6
2S+1: 1
ΔE to the lowest compared entry with this formula, charge and spin, eV: 4.378

CARTESIAN COORDINATES (ANGSTROEM)
C (0.86333, 1.93936, -1.68932)
C (0.47873, 0.69837, -0.94606)
C (0.63302, 0.67422, 0.55697)
C (0.89675, -0.67653, 0.99188)
C (-0.27965, -1.43322, 1.49331)
C (-1.26674, -1.47343, 0.28973)
O (-2.39839, -0.65968, 0.52030)
H (0.42146, 2.81564, -1.19333)
H (1.94079, 2.13429, -1.80390)
H (0.44012, 1.88442, -2.70018)
H (0.63020, -0.24112, -1.47879)
H (-0.76889, -1.09551, -0.61051)
H (-0.15830, 1.18354, 1.12683)
H (1.57067, 1.24274, 0.70897)
H (1.79316, -1.19189, 0.65906)
H (-0.78768, -0.87438, 2.29436)
H (-0.04461, -2.43485, 1.86578)
H (-1.56056, -2.50834, 0.08505)
H (-2.40339, 0.01634, -0.17014)

Forces on atoms 1 to 2 (eV/Å):
C -0.6656 0.1332 -0.1961
C 0.5664 0.5822 -0.2420

No. 5
Here is C6H12O in the gas phase at a distorted geometry from the Open Molecules 2025 dataset. Energies are from ωB97M-V/def2-TZVPD.

E_HOMO, eV: -9.58
Structure (SMILES): C[C@H]1CO[C@@H](C)C1
Frontier orbital gap, eV: 10.7
2S+1: 1
ΔE to the lowest compared entry with this formula, charge and spin, eV: 1.568

CARTESIAN COORDINATES (ANGSTROEM)
C (1.37999, -1.74481, 0.68300)
C (0.21458, -0.80406, 0.98283)
C (0.66581, 0.64189, 1.15863)
O (-0.42108, 1.44088, 0.77859)
C (-1.11117, 0.86576, -0.32605)
C (-0.64187, 1.50441, -1.61348)
C (-0.87684, -0.64924, -0.28070)
H (2.39703, -1.34679, 0.79857)
H (1.06491, -1.59574, -0.33518)
H (1.32279, -2.82624, 0.87821)
H (-0.35554, -1.17145, 1.82636)
H (0.89433, 0.88305, 2.20182)
H (1.56837, 0.87350, 0.55711)
H (-2.15267, 1.15381, -0.16293)
H (-0.67683, 2.58994, -1.49005)
H (-1.27625, 1.18830, -2.44760)
H (0.38327, 1.19777, -1.84099)
H (-0.57531, -1.00229, -1.30178)
H (-1.80353, -1.19871, -0.06636)

Forces on atoms 1 to 2 (eV/Å):
C -0.3366 0.1717 -1.6035
C -1.2612 0.0272 -0.3998

No. 6
Here is 2 unconnected molecules or ions with the total composition C6H12O from the Open Molecules 2025 dataset. Energies are from ωB97M-V/def2-TZVPD.

E_HOMO, eV: -9.09
Structure (SMILES): C[C@H]1C=CCO1.C
Frontier orbital gap, eV: 10.1
2S+1: 1
ΔE to the lowest compared entry with this formula, charge and spin, eV: 1.288

CARTESIAN COORDINATES (ANGSTROEM)
C (2.29228, 0.67554, -0.18385)
C (1.56186, -0.61121, 0.16379)
C (0.51016, -0.49429, 1.23640)
C (-0.63076, -1.00908, 0.80044)
C (-0.44742, -1.51089, -0.60533)
O (0.84537, -1.06811, -0.98122)
H (2.98285, 0.49626, -1.01262)
H (2.86884, 1.04216, 0.67272)
H (1.57767, 1.44650, -0.48787)
H (2.30132, -1.37543, 0.45696)
H (0.69677, -0.06419, 2.21535)
H (-1.56565, -1.07425, 1.34692)
H (-0.51234, -2.60995, -0.64170)
H (-1.18019, -1.11327, -1.32029)
C (-2.26145, 1.45888, -0.33229)
H (-2.84688, 0.54373, -0.23034)
H (-2.05997, 1.63667, -1.38715)
H (-2.81316, 2.29576, 0.09316)
H (-1.31930, 1.33517, 0.19692)

Forces on atoms 1 to 2 (eV/Å):
C 0.0119 0.0421 -0.0106
C 0.1774 0.0863 0.1763

No. 7
Here is C6H12O in the gas phase from the Open Molecules 2025 dataset. Energies are from ωB97M-V/def2-TZVPD.

E_HOMO, eV: -8.18
Frontier orbital gap, eV: 9.2
2S+1: 1
ΔE to the lowest compared entry with this formula, charge and spin, eV: 3.075

CARTESIAN COORDINATES (ANGSTROEM)
C (2.88919, 0.06598, 0.52825)
C (1.78706, 0.71770, -0.27749)
O (0.49431, 0.75908, 0.37215)
C (0.14025, -0.31029, 1.04656)
C (-1.35880, -0.24178, 1.19007)
C (-1.73096, -0.88045, -0.17822)
C (-2.06135, 0.14815, -1.25962)
H (2.64388, -0.97320, 0.75040)
H (3.04656, 0.59283, 1.47392)
H (3.81603, 0.10464, -0.05410)
H (1.62558, 0.18684, -1.22251)
H (2.01142, 1.76194, -0.50803)
H (-0.85259, -1.46533, -0.49325)
H (-1.77608, 0.77064, 1.28957)
H (-1.70054, -0.86910, 2.01735)
H (-2.53627, -1.61122, -0.06084)
H (-2.13319, -0.32790, -2.24378)
H (-3.01519, 0.64781, -1.05781)
H (-1.28931, 0.92363, -1.31262)

Forces on atoms 1 to 2 (eV/Å):
C -0.0049 -0.0107 0.0721
C 0.2863 0.0663 -0.1715

No. 8
Here is a molecular structure, C6H12O at a distorted geometry from the Open Molecules 2025 dataset. Energies are from ωB97M-V/def2-TZVPD.

E_HOMO, eV: -9.63
Frontier orbital gap, eV: 10.5
2S+1: 1
ΔE to the lowest compared entry with this formula, charge and spin, eV: 3.973

CARTESIAN COORDINATES (ANGSTROEM)
C (1.97229, 0.60135, -0.01847)
O (2.48584, -0.25643, -1.26497)
C (0.63196, 1.28228, -0.14691)
C (-0.55624, 0.65091, -0.95152)
C (-0.92837, -0.83175, -0.51609)
C (-1.89410, -1.49539, 1.79427)
C (-0.95036, -0.98410, 0.99355)
H (2.02362, 0.24072, 1.02233)
H (2.72393, 1.44564, -0.19428)
H (1.77495, 0.12200, -1.80104)
H (0.27937, 1.70921, 0.73671)
H (0.83764, 2.24663, -0.57179)
H (-1.64214, 1.46436, -0.75202)
H (-0.24415, 0.56294, -1.96627)
H (-1.78382, -1.27974, -1.07641)
H (-0.17234, -1.53013, -0.89494)
H (-2.58639, -2.07044, 1.20523)
H (-1.82319, -1.39663, 2.92513)
H (-0.14847, -0.48143, 1.47750)

Forces on atoms 1 to 2 (eV/Å):
C 2.7158 1.2427 -1.2757
O -2.4868 1.3795 2.9401

No. 9
Here is 2 unconnected molecules or ions with the total composition C6H12O at a distorted geometry from the Open Molecules 2025 dataset. Energies are from ωB97M-V/def2-TZVPD.

E_HOMO, eV: -8.78
Structure (SMILES): C=CC/C=C/C.O
Frontier orbital gap, eV: 9.7
2S+1: 1
ΔE to the lowest compared entry with this formula, charge and spin, eV: 2.591

CARTESIAN COORDINATES (ANGSTROEM)
C (-2.26679, -0.70985, 2.46062)
C (-0.98548, -0.45794, 2.28097)
C (-0.39619, 0.12897, 1.02649)
C (1.07151, 0.58775, 1.05598)
C (1.46060, 1.35826, 0.04664)
C (2.71856, 2.17307, 0.09840)
H (-2.52463, -0.97928, 3.48001)
H (-3.07761, -0.40920, 1.82329)
H (-0.37010, -0.36087, 3.15585)
H (-0.43370, -0.64704, 0.25030)
H (-1.02774, 0.95530, 0.71914)
H (1.56598, 0.02604, 1.83994)
H (0.80103, 1.32107, -0.81070)
H (3.23685, 2.24937, -0.85730)
H (2.49984, 3.15706, 0.49575)
H (3.41186, 1.73187, 0.81908)
O (-1.41665, -2.54137, -5.15863)
H (-1.86516, -2.79713, -5.96802)
H (-1.08371, -1.64107, -5.22299)

Forces on atoms 1 to 2 (eV/Å):
C -0.0598 0.2882 1.4227
C 0.3177 1.4206 -0.6102

No. 10
Here is C6H12O in the gas phase from the Open Molecules 2025 dataset. Energies are from ωB97M-V/def2-TZVPD.

E_HOMO, eV: -9.37
Structure (SMILES): CC[C@@]1(C)C[C@H]1O
Frontier orbital gap, eV: 10.3
2S+1: 1
ΔE to the lowest compared entry with this formula, charge and spin, eV: 1.104

CARTESIAN COORDINATES (ANGSTROEM)
C (0.25848, 1.28168, -1.60539)
C (-0.63389, 0.99403, -0.39551)
C (-0.07377, -0.07135, 0.53571)
C (1.04405, 0.38105, 1.45556)
C (-1.00998, -1.12049, 1.09491)
C (-0.02950, -1.49423, 0.03430)
O (-0.59586, -1.82159, -1.20318)
H (0.32873, 0.40054, -2.25184)
H (1.27564, 1.56371, -1.31117)
H (-0.15134, 2.09497, -2.21365)
H (-1.62324, 0.68825, -0.75117)
H (-0.77886, 1.92020, 0.17771)
H (1.92675, 0.72379, 0.90245)
H (0.70352, 1.20714, 2.09269)
H (1.36133, -0.43190, 2.11907)
H (-2.05026, -1.09532, 0.78190)
H (-0.84413, -1.48154, 2.10686)
H (0.83222, -2.10268, 0.31748)
H (0.06009, -1.63625, -1.88671)

Forces on atoms 1 to 2 (eV/Å):
C 0.0674 0.0047 -0.0258
C -0.0791 -0.0003 0.0168

No. 11
Here is C6H12O in the gas phase from the Open Molecules 2025 dataset. Energies are from ωB97M-V/def2-TZVPD.

E_HOMO, eV: -9.92
Structure (SMILES): CC1(C)OC1(C)C
Frontier orbital gap, eV: 10.9
2S+1: 1
ΔE to the lowest compared entry with this formula, charge and spin, eV: 1.039

CARTESIAN COORDINATES (ANGSTROEM)
C (-1.54168, -0.80792, -0.83948)
C (-0.74361, 0.22974, -0.06346)
C (-1.06255, 1.67944, -0.40423)
O (-0.55330, 0.04973, 1.34483)
C (0.56327, -0.18940, 0.48913)
C (0.98175, -1.64793, 0.46858)
C (1.73653, 0.76201, 0.52414)
H (-2.45299, -0.38160, -1.26692)
H (-1.82605, -1.65627, -0.21397)
H (-0.93826, -1.18051, -1.67836)
H (-0.18126, 2.29391, -0.61458)
H (-1.56615, 2.11719, 0.46396)
H (-1.73592, 1.74754, -1.26432)
H (1.45195, -1.93051, -0.47978)
H (1.70693, -1.83029, 1.27083)
H (0.12346, -2.29879, 0.64447)
H (2.36300, 0.60057, 1.40639)
H (1.43524, 1.81026, 0.51362)
H (2.36070, 0.57552, -0.35870)

Forces on atoms 1 to 2 (eV/Å):
C -0.1522 -0.0243 0.0174
C 0.0612 -0.0054 -0.3124

No. 12
Here is C6H12O in the gas phase from the Open Molecules 2025 dataset. Energies are from ωB97M-V/def2-TZVPD.

E_HOMO, eV: -8.21
Frontier orbital gap, eV: 9.3
2S+1: 1
ΔE to the lowest compared entry with this formula, charge and spin, eV: 3.143

CARTESIAN COORDINATES (ANGSTROEM)
C (-2.50713, 0.84138, 1.31786)
C (-1.86521, 0.08458, 0.17990)
O (-0.56367, -0.43759, 0.53176)
C (0.30821, 0.47495, 0.91133)
C (1.66767, -0.13736, 0.71740)
C (1.73948, 0.21123, -0.79601)
C (1.39595, -0.97181, -1.69680)
H (-1.87248, 1.68522, 1.59571)
H (-2.62485, 0.18902, 2.18773)
H (-3.49195, 1.20857, 1.01435)
H (-1.72372, 0.72245, -0.69956)
H (-2.44107, -0.79334, -0.12170)
H (0.99067, 1.01102, -0.94919)
H (1.72081, -1.22037, 0.88849)
H (2.43882, 0.37627, 1.29695)
H (2.69148, 0.67584, -1.05847)
H (1.21905, -0.64433, -2.72735)
H (2.20045, -1.71583, -1.70616)
H (0.48811, -1.46878, -1.33732)

Forces on atoms 1 to 2 (eV/Å):
C -0.0183 0.0072 0.0848
C -0.2876 0.0419 -0.0540

No. 13
Here is C6H12O in the gas phase from the Open Molecules 2025 dataset. Energies are from ωB97M-V/def2-TZVPD.

E_HOMO, eV: -10.08
Structure (SMILES): C[C@@H]1C[C@@H]1[C@@H](C)O
Frontier orbital gap, eV: 11.1
2S+1: 1
ΔE to the lowest compared entry with this formula, charge and spin, eV: 1.003

CARTESIAN COORDINATES (ANGSTROEM)
C (-1.98067, -0.97200, 0.11032)
C (-1.46521, 0.45222, 0.05323)
C (-0.73552, 0.92445, -1.17447)
C (0.00852, 0.78019, 0.12155)
C (1.03552, -0.30944, 0.32230)
C (2.42359, 0.09402, -0.15124)
O (1.13761, -0.63415, 1.70258)
H (-1.38038, -1.64212, -0.51343)
H (-3.00909, -1.01875, -0.26297)
H (-1.97948, -1.37755, 1.12989)
H (-2.11896, 1.17972, 0.53151)
H (-0.54825, 0.17768, -1.94477)
H (-0.92162, 1.92244, -1.56046)
H (0.26438, 1.70692, 0.63545)
H (0.72107, -1.19867, -0.24812)
H (2.36636, 0.57992, -1.13049)
H (3.07603, -0.78063, -0.23248)
H (2.87072, 0.79040, 0.56530)
H (0.23539, -0.67466, 2.04630)

Forces on atoms 1 to 2 (eV/Å):
C 0.0317 -0.0462 -0.0166
C -0.1162 -0.0002 0.0753